ORCA calculation (ωB97M-V/def2-TZVPD) on a gas-phase ion, C4H13N2O (charge +1) at a distorted geometry.

Atoms and positions in Å:
N1 -1.18 -0.59 -0.45
C1 0.04 0.12 -0.80
C2 -0.35 1.53 -1.57
O1 -1.48 1.13 -2.32
C3 0.71 0.41 0.47
C4 1.23 -0.81 1.20
N2 0.06 -1.28 2.10
H1 -1.57 -1.04 -1.27
H2 -1.82 0.04 -0.19
H3 0.52 -0.39 -1.64
H4 -0.62 2.26 -0.83
H5 0.42 1.91 -2.29
H6 -1.08 0.82 -3.17
H7 0.31 1.23 1.13
H8 1.46 1.10 0.22
H9 1.93 -0.35 1.95
H10 1.80 -1.61 0.59
H11 -0.57 -1.83 1.40
H12 -0.27 -0.52 2.85
H13 0.45 -2.13 2.64

As for the structure (SMILES): N[C@@H](CO)CC[NH3+]. As for the HOMO-LUMO gap: 9.49 eV. As for the largest force on an atom: 5.40 eV/Å. Its total charge is +1. For the total energy, the calculation gives -344.6312 hartree. Its highest occupied orbital energy is -13.070 eV.

natural (NBO) population analysis, charges in e, atoms 1 to 5:
1 N -0.853
2 C -0.088
3 C -0.079
4 O -0.713
5 C -0.486